Formula: C22H45Cl26N4
Source: the OMol25 dataset
Level of theory: ωB97M-V/def2-TZVPD

Charge: +1
Total energy (a.u.): -13048.9439

Structure (XYZ):
```
97
Properties=species:S:1:pos:R:3:forces:R:3:mulliken_charge:R:1
Cl 13.012 -4.575 -4.252 -0.03 0.08 0.01 -0.15
Cl -4.190 4.653 8.865 -0.05 -0.08 -0.01 -0.15
Cl 5.148 3.454 -0.838 0.01 0.02 -0.03 -0.14
Cl 10.872 -4.599 -6.237 -0.21 0.02 0.06 -0.18
Cl -2.203 0.556 -3.150 -1.17 -0.50 -0.78 -0.21
Cl -3.799 4.889 5.982 -0.03 0.02 -0.08 -0.15
Cl 2.480 4.447 -0.199 -0.13 0.28 -0.03 -0.08
Cl 8.210 -3.882 -3.603 -0.12 -0.04 0.06 -0.14
Cl -1.052 -2.001 4.198 0.53 -0.63 -0.22 -0.06
Cl -7.456 -0.400 1.365 -0.06 -0.01 -0.19 -0.17
Cl -6.148 2.660 -4.346 -0.60 0.37 -0.13 -0.18
Cl -0.484 -3.309 1.646 0.04 -0.07 -0.16 -0.12
Cl 14.809 -3.583 -9.007 -0.06 -0.04 -0.04 -0.16
Cl -5.166 1.069 0.285 0.13 0.09 -0.15 -0.11
Cl -2.694 2.767 -4.993 -0.01 -0.08 0.07 -0.13
Cl 3.545 -0.952 2.915 0.01 -0.03 0.14 -0.13
Cl -10.728 1.706 -5.932 -0.10 0.05 -0.05 -0.16
Cl 5.673 -2.494 -3.204 0.55 0.16 0.00 -0.12
Cl 4.125 -2.043 0.283 0.14 -0.13 -0.23 -0.13
Cl -10.202 -0.501 -4.087 -0.09 0.01 0.01 -0.13
Cl -6.779 -0.104 -5.037 0.08 -0.03 -0.06 -0.16
Cl 1.260 -2.806 -2.141 -0.16 -0.03 0.12 -0.11
Cl -0.947 -0.634 7.117 0.01 0.26 0.09 -0.07
Cl 2.601 -1.162 -4.145 0.08 0.03 -0.02 -0.15
Cl -0.680 -2.764 9.094 -0.07 -0.01 -0.01 -0.16
Cl 13.284 -1.675 -7.411 -0.12 0.04 0.05 -0.17
N -5.381 0.804 3.828 1.74 -0.16 -1.21 -0.45
N 1.299 1.188 -1.356 -2.01 -0.95 1.30 0.19
N -2.853 0.952 3.400 -0.92 0.50 0.53 0.27
N -3.828 -0.673 4.839 -0.07 1.85 -1.05 -0.64
C 11.582 -3.738 -4.863 0.07 0.21 0.18 0.03
C 3.330 -2.331 1.833 -0.19 -0.17 0.17 0.17
C 2.581 -2.723 -3.314 0.07 -0.22 0.12 0.05
C 0.045 0.800 -1.271 1.17 0.36 1.25 -0.18
C -0.856 2.397 4.230 -0.29 -0.24 0.20 -0.78
C -1.806 -1.783 8.150 -0.23 -0.14 0.06 -0.29
C 4.108 4.879 -0.742 0.22 0.21 -0.10 -0.33
C 0.394 2.003 1.922 -0.23 0.09 0.19 -1.05
C 0.027 1.430 3.358 1.23 0.85 0.12 -0.08
C 13.203 -3.112 -8.441 -0.06 -0.25 -0.12 0.05
C -1.336 -3.427 3.194 -0.24 -0.05 0.24 -0.54
C -6.705 0.277 -0.086 -0.27 -0.15 -0.16 -0.30
C 2.030 1.056 -0.061 1.31 -0.46 1.12 0.00
C 0.964 0.789 1.071 -1.35 1.46 -0.56 1.06
C -0.249 0.274 0.181 1.26 -1.28 -1.07 -0.04
C -11.443 0.430 -4.938 -0.23 -0.11 0.08 -0.24
C -7.061 1.597 -5.426 -0.21 0.00 -0.20 0.15
C -4.616 4.004 7.278 -0.14 -0.17 0.09 -0.16
C 6.968 -3.423 -2.434 0.22 -0.15 0.23 -0.29
C -2.428 2.213 4.062 -0.05 0.91 0.46 0.03
C -4.012 0.342 4.049 -0.02 -1.95 0.92 0.31
C -3.436 1.501 -4.011 -0.04 0.24 -0.26 -0.01
H -0.623 2.242 5.326 -0.12 0.05 -1.25 0.38
H -2.816 -0.884 4.859 -1.04 0.30 -0.09 -0.02
H 1.018 1.318 3.904 -1.06 0.00 -0.62 0.35
H 10.844 -3.674 -4.068 0.09 -0.15 -0.09 0.09
H -0.375 0.392 3.244 -0.04 1.08 0.22 -0.05
H 4.041 5.334 -1.727 -0.06 -0.14 0.07 0.31
H 3.757 -3.216 2.296 0.07 0.15 -0.06 0.39
H 7.423 -2.815 -1.656 -0.05 0.04 -0.16 0.28
H -2.403 -3.515 3.002 0.12 0.12 -0.06 0.32
H -0.559 2.406 1.450 1.10 -0.40 0.35 0.25
H 2.672 0.123 -0.013 -0.55 1.08 -0.85 -0.29
H -6.748 1.781 -6.451 0.10 -0.04 0.15 0.31
H -0.040 -0.837 0.063 -0.73 0.89 -0.04 -0.08
H 1.339 0.038 1.824 -0.39 0.62 -1.22 -0.01
H 11.867 -2.740 -5.184 0.05 -0.17 -0.09 0.21
H -4.094 1.957 -3.284 0.32 -0.14 0.11 0.13
H 3.529 -2.857 -2.791 -0.62 0.10 -0.05 -0.17
H -12.106 0.884 -4.207 0.17 0.03 -0.05 0.27
H -0.981 -4.307 3.723 0.09 0.13 -0.09 0.39
H 12.775 -3.932 -7.869 0.19 0.17 -0.03 -0.01
H 2.449 -3.513 -4.050 -0.12 0.15 0.03 0.37
H -4.001 0.836 -4.658 0.18 -0.05 0.10 0.20
H 6.544 -4.324 -1.998 -0.01 0.07 -0.16 0.28
H -12.006 -0.241 -5.581 0.17 0.05 0.00 0.27
H -6.524 -0.527 -0.795 0.07 0.04 0.15 0.27
H -2.406 -2.439 7.524 0.14 0.07 -0.01 0.24
H 1.754 1.544 -2.196 -0.25 -0.22 0.19 0.31
H -7.380 1.009 -0.522 0.11 0.01 0.15 0.31
H -1.285 0.411 0.583 1.01 0.00 -0.52 0.12
H -5.871 0.072 3.294 0.12 0.30 0.76 0.10
H 2.268 -2.482 1.658 0.08 0.08 -0.01 -0.24
H -0.692 0.853 -2.143 1.84 0.14 1.64 0.14
H -2.858 3.125 3.549 0.40 -0.95 0.42 0.34
H 1.105 2.884 1.987 -0.67 -1.11 0.07 0.39
H -2.874 2.224 5.103 0.46 -0.09 -1.24 -0.20
H -5.690 4.089 7.138 0.13 0.10 0.00 0.31
H -8.121 1.812 -5.319 0.12 -0.07 0.13 -0.11
H 12.575 -2.894 -9.301 0.14 0.10 0.07 0.29
H -3.021 1.074 2.400 -0.12 0.18 0.40 -0.03
H 2.709 1.943 0.038 -0.80 -0.90 0.18 -0.13
H -5.368 1.605 3.186 0.03 -0.29 0.44 0.33
H 4.539 5.585 -0.037 -0.08 -0.16 0.03 0.31
H -4.319 2.959 7.233 0.06 0.13 0.01 0.16
H -2.450 -1.232 8.830 0.16 0.01 -0.05 0.31
H -0.608 3.483 4.018 -0.12 -1.26 0.14 0.26
```
Positions in Å, forces in eV/Å.